Entry 1:
Molecular formula: C37H41N5O2P3RhS2
Method: DFT, the ωB97M-V functional and the def2-TZVPD basis

Atoms and positions in Å:
Rh1 -0.264 -0.287 0.401
N1 -0.243 -4.538 1.144
C1 0.444 -3.409 1.152
N2 -0.343 -2.434 0.724
C2 -1.559 -3.055 0.457
N3 -1.516 -4.351 0.714
C3 -2.653 -2.296 -0.050
C4 -3.909 -2.845 -0.312
N4 -4.935 -2.150 -0.750
C5 -4.703 -0.805 -0.905
C6 -3.488 -0.229 -0.686
N5 -2.400 -0.954 -0.309
H1 0.063 -5.456 1.422
H2 1.474 -3.322 1.457
H3 -4.051 -3.908 -0.140
H4 -5.545 -0.195 -1.206
H5 -3.354 0.839 -0.809
C7 2.378 -0.010 -2.906
C8 1.180 -0.892 -3.233
P1 -0.338 -0.632 -2.227
C9 -1.359 -1.984 -2.859
C10 -0.883 -3.288 -2.715
C11 -1.652 -4.362 -3.130
C12 -2.904 -4.143 -3.686
C13 -3.383 -2.850 -3.829
C14 -2.617 -1.771 -3.416
C15 -1.002 0.926 -2.873
C16 -1.189 1.124 -4.242
C17 -1.645 2.343 -4.715
C18 -1.908 3.381 -3.830
C19 -1.717 3.199 -2.469
C20 -1.266 1.975 -1.995
C21 3.090 -0.433 -1.624
P2 2.316 0.104 -0.039
C22 3.353 -0.779 1.176
C23 2.786 -1.312 2.331
C24 3.562 -2.012 3.244
C25 4.918 -2.187 3.013
C26 5.496 -1.655 1.868
C27 4.721 -0.958 0.955
C28 2.801 1.856 0.035
C29 2.081 2.768 -0.737
C30 2.393 4.117 -0.706
C31 3.416 4.572 0.116
C32 4.120 3.675 0.903
C33 3.816 2.321 0.867
H6 2.100 1.046 -2.878
H7 3.092 -0.102 -3.727
H8 1.457 -1.943 -3.121
H9 0.883 -0.769 -4.277
H10 0.084 -3.476 -2.257
H11 -1.279 -5.371 -3.007
H12 -3.510 -4.982 -4.000
H13 -4.368 -2.678 -4.242
H14 -3.012 -0.769 -3.510
H15 -0.996 0.318 -4.940
H16 -1.796 2.484 -5.777
H17 -2.261 4.333 -4.204
H18 -1.925 4.003 -1.776
H19 -1.134 1.840 -0.923
H20 4.101 -0.024 -1.619
H21 3.185 -1.522 -1.588
H22 1.734 -1.158 2.534
H23 3.106 -2.411 4.141
H24 5.525 -2.729 3.725
H25 6.555 -1.780 1.685
H26 5.199 -0.544 0.077
H27 1.254 2.434 -1.354
H28 1.829 4.813 -1.314
H29 3.655 5.627 0.150
H30 4.907 4.027 1.557
H31 4.356 1.637 1.508
C34 -1.943 -1.197 5.585
C35 -1.838 0.303 5.473
O1 -0.661 0.641 4.677
P3 -0.828 1.359 3.291
S1 0.893 1.449 2.326
S2 -2.072 0.419 2.023
O2 -1.388 2.777 3.721
C36 -1.728 3.776 2.724
C37 -0.664 4.847 2.673
H32 -2.791 -1.457 6.219
H33 -1.039 -1.611 6.032
H34 -2.095 -1.646 4.604
H35 -1.684 0.781 6.438
H36 -2.727 0.737 5.011
H37 -2.692 4.175 3.033
H38 -1.860 3.285 1.756
H39 -0.538 5.309 3.652
H40 -0.961 5.622 1.965
H41 0.290 4.429 2.351

Values from the calculation:
* electronic energy: -3789.59895 Ha
* molar mass: 847.730 g mol⁻¹
* total charge: +1
* multiplicity: 6

Entry 2:
Molecular formula: C37H41N5O7SSiV
Method: DFT, the ωB97M-V functional and the def2-TZVPD basis

Atoms and positions in Å:
V1 0.215 0.301 -0.040
C1 1.952 -0.037 0.808
Si1 2.491 1.766 1.089
C2 1.406 2.604 -0.294
N1 -0.057 2.313 -0.295
C3 -0.724 3.057 0.819
C4 -0.731 4.563 0.587
C5 -1.206 4.912 -0.836
C6 -1.775 3.684 -1.536
C7 -0.712 2.596 -1.624
C8 4.258 2.127 0.614
C9 4.684 2.228 -0.715
C10 6.013 2.461 -1.021
C11 6.945 2.591 0.001
C12 6.546 2.481 1.324
C13 5.214 2.249 1.627
C14 2.060 2.280 2.825
C15 1.589 1.379 3.782
C16 1.346 1.785 5.087
C17 1.567 3.103 5.454
C18 2.044 4.014 4.519
C19 2.296 3.603 3.221
H1 2.100 -0.767 1.601
H2 2.473 -0.370 -0.106
H3 1.796 2.291 -1.269
H4 1.557 3.687 -0.252
H5 -0.206 2.793 1.744
H6 -1.737 2.668 0.880
H7 0.248 4.994 0.795
H8 -1.399 4.989 1.337
H9 -0.370 5.294 -1.428
H10 -1.945 5.710 -0.808
H11 -2.078 3.927 -2.555
H12 -2.670 3.314 -1.032
H13 0.082 2.911 -2.303
H14 -1.125 1.657 -2.016
H15 3.985 2.122 -1.536
H16 6.327 2.542 -2.052
H17 7.983 2.777 -0.236
H18 7.272 2.579 2.119
H19 4.918 2.171 2.667
H20 1.444 0.331 3.528
H21 1.007 1.068 5.824
H22 1.389 3.419 6.472
H23 2.234 5.039 4.808
H24 2.696 4.320 2.512
C20 -3.309 0.064 5.706
C21 -1.878 0.288 5.235
C22 -1.753 0.369 3.725
N2 -2.086 -0.937 3.137
C23 -2.333 -1.167 1.875
S1 -2.096 0.065 0.653
N3 -2.800 -2.348 1.449
C24 -2.920 -3.539 2.250
O1 -3.465 -4.571 1.485
C25 -3.661 -3.294 3.549
C26 -3.356 -3.873 4.779
C27 -4.200 -3.660 5.862
C28 -5.348 -2.899 5.726
C29 -5.663 -2.335 4.497
C30 -4.823 -2.528 3.415
H25 -3.359 0.076 6.792
H26 -3.706 -0.900 5.374
H27 -3.972 0.845 5.332
H28 -1.221 -0.505 5.606
H29 -1.478 1.219 5.640
H30 -0.736 0.638 3.430
H31 -2.442 1.104 3.304
H32 -2.266 -1.692 3.797
H33 -2.873 -2.474 0.449
H34 -2.483 -4.492 4.901
H35 -3.960 -4.115 6.813
H36 -6.004 -2.754 6.573
H37 -6.569 -1.758 4.378
H38 -5.091 -2.101 2.457
O2 1.895 -2.138 -2.093
C31 1.019 -2.275 -1.306
O3 0.218 -1.143 -0.982
C32 0.540 -3.484 -0.592
C33 0.828 -4.737 -1.122
C34 0.303 -5.845 -0.478
C35 -0.514 -5.760 0.637
C36 -0.769 -4.494 1.138
C37 -0.223 -3.366 0.562
N4 -1.553 -4.307 2.398
O4 -2.733 -5.561 2.230
O5 -0.863 -4.190 3.407
N5 0.603 -7.196 -1.029
O6 0.117 -8.138 -0.442
O7 1.212 -7.226 -2.077
H39 1.426 -4.855 -2.015
H40 -0.924 -6.654 1.080
H41 -0.361 -2.398 1.008

Values from the calculation:
* electronic energy: -3865.85172 Ha
* molar mass: 778.860 g mol⁻¹
* total charge: +2
* multiplicity: 2

Entry 3:
Molecular formula: C37H42BCaN14O2S7Sb
Method: DFT, the ωB97M-V functional and the def2-TZVPD basis

Atoms and positions in Å:
Ca1 1.559 -0.112 -1.746
C1 2.248 -3.409 -5.004
C2 1.944 -2.079 -4.707
N1 2.011 -1.853 -3.403
N2 2.364 -3.031 -2.829
C3 2.500 -3.979 -3.780
B1 2.630 -3.221 -1.318
N3 1.323 -3.102 -0.483
C4 0.551 -4.029 0.109
C5 -0.535 -3.400 0.683
C6 -0.357 -2.053 0.381
N4 0.763 -1.870 -0.318
N5 3.655 -2.148 -0.800
C7 4.508 -2.358 0.223
C8 5.298 -1.240 0.370
C9 4.844 -0.371 -0.626
N6 3.858 -0.916 -1.328
N7 3.346 -4.571 -1.142
C10 4.578 -4.831 -1.649
C11 4.920 -6.112 -1.305
C12 3.813 -6.573 -0.567
N8 2.876 -5.647 -0.472
H1 2.249 -3.891 -5.965
H2 1.647 -1.290 -5.376
H3 2.740 -4.996 -3.523
H4 0.829 -5.066 0.074
H5 -1.361 -3.867 1.189
H6 -0.988 -1.203 0.593
H7 4.506 -3.292 0.760
H8 6.087 -1.083 1.084
H9 5.178 0.628 -0.864
H10 5.113 -4.084 -2.213
H11 5.828 -6.636 -1.547
H12 3.660 -7.535 -0.104
N9 1.744 1.849 -4.939
C13 2.258 2.528 -3.883
N10 2.259 2.063 -2.665
C14 2.798 2.972 -1.770
C15 3.242 4.121 -2.329
S1 2.978 4.098 -4.034
C16 2.788 2.657 -0.336
C17 3.209 3.478 0.654
S2 2.970 2.730 2.190
C18 2.316 1.337 1.389
N11 2.271 1.447 0.090
N12 1.955 0.217 2.057
H13 1.058 1.126 -4.745
H14 1.631 2.328 -5.815
H15 3.700 4.970 -1.852
H16 3.616 4.472 0.576
H17 1.661 0.312 3.014
H18 1.443 -0.468 1.514
S3 -1.127 -4.060 -3.056
Sb1 -1.903 -1.979 -3.020
S4 -3.470 -1.301 -1.566
S5 -1.149 -0.487 -4.547
C19 0.871 7.531 -0.654
C20 0.375 6.190 -1.121
C21 0.078 5.960 -2.458
C22 -0.368 4.715 -2.887
C23 -0.518 3.695 -1.965
C24 -0.230 3.902 -0.621
C25 0.211 5.145 -0.210
S6 -1.155 2.103 -2.503
C26 -2.771 2.317 -1.754
O1 -0.451 1.098 -1.630
H19 0.867 8.260 -1.463
H20 1.892 7.459 -0.272
H21 0.250 7.918 0.155
H22 0.202 6.759 -3.180
H23 -0.592 4.542 -3.934
H24 -0.350 3.086 0.083
H25 0.437 5.310 0.838
H26 -2.609 2.433 -0.682
H27 -3.357 1.429 -1.991
H28 -3.226 3.211 -2.177
C27 -2.262 -0.201 5.617
C28 -2.403 -1.567 4.956
C29 -1.916 -1.566 3.510
N13 -2.900 -1.001 2.598
C30 -2.831 0.182 1.987
S7 -1.513 1.200 2.016
N14 -3.952 0.525 1.231
C31 -5.296 0.238 1.414
O2 -6.087 0.439 0.523
C32 -5.726 -0.260 2.759
C33 -6.564 -1.366 2.824
C34 -6.994 -1.831 4.058
C35 -6.611 -1.174 5.220
C36 -5.794 -0.053 5.150
C37 -5.342 0.399 3.921
H29 -2.701 -0.195 6.615
H30 -2.753 0.573 5.025
H31 -1.211 0.078 5.706
H32 -3.450 -1.887 4.978
H33 -1.840 -2.318 5.514
H34 -1.691 -2.577 3.167
H35 -1.009 -0.972 3.406
H36 -3.730 -1.552 2.437
H37 -3.744 0.979 0.353
H38 -6.875 -1.849 1.907
H39 -7.636 -2.700 4.113
H40 -6.956 -1.531 6.182
H41 -5.507 0.468 6.055
H42 -4.695 1.267 3.859

Values from the calculation:
* electronic energy: -6082.59826 Ha
* molar mass: 1111.958 g mol⁻¹